1.
{"formula": "C9H36N6O9", "method": "ωB97M-V/def2-TZVPD", "species": ["N", "C", "N", "O", "H", "H", "H", "H", "N", "C", "N", "O", "H", "H", "H", "H", "N", "C", "N", "O", "H", "H", "H", "H", "C", "O", "H", "H", "H", "H", "C", "O", "H", "H", "H", "H", "C", "O", "H", "H", "H", "H", "C", "O", "H", "H", "H", "H", "C", "O", "H", "H", "H", "H", "C", "O", "H", "H", "H", "H"], "positions_angstrom": [[-0.1219, 0.8379, 0.8557], [0.3410, 0.1267, -0.1958], [-0.5320, -0.0793, -1.2290], [1.5286, -0.2251, -0.2923], [-1.1000, 1.0670, 0.8876], [0.5625, 1.1322, 1.5413], [-0.1808, -0.4584, -2.0939], [-1.5228, -0.0253, -1.0622], [1.9122, -1.5815, -5.0510], [1.6504, -1.5266, -3.7088], [2.5842, -0.9070, -2.9422], [0.6309, -2.0175, -3.2279], [1.4439, -2.2546, -5.6289], [2.7525, -1.1750, -5.4203], [2.3394, -0.8346, -1.9596], [3.4682, -0.6060, -3.3039], [2.2119, 3.9147, 4.0527], [1.4247, 3.6297, 2.9732], [0.3284, 4.4431, 2.7993], [1.6799, 2.7329, 2.1928], [3.0807, 3.4260, 4.1505], [1.9160, 4.5464, 4.7739], [-0.1906, 4.3580, 1.9482], [0.1144, 5.1142, 3.5144], [-2.3045, 2.1838, 3.9257], [-3.7121, 2.2664, 4.0906], [-1.7975, 1.8664, 4.8423], [-2.0627, 1.4242, 3.1746], [-1.9405, 3.1498, 3.5986], [-4.1039, 1.3918, 4.0488], [-2.8527, -0.9897, 1.7694], [-3.0740, 0.0665, 0.8375], [-1.7733, -1.1441, 1.7861], [-3.2443, -0.8087, 2.7694], [-3.2422, -1.9408, 1.3889], [-3.9918, 0.3461, 0.8999], [-0.8611, 0.8646, -4.6000], [-0.0869, 1.4186, -5.6441], [-1.9351, 1.0049, -4.7895], [-0.6456, -0.1951, -4.5052], [-0.7244, 1.3644, -3.6350], [0.1129, 2.3408, -5.4712], [-2.7040, -2.8305, -2.9288], [-1.7443, -3.2941, -3.8581], [-3.3816, -3.6448, -2.6798], [-2.2218, -2.4682, -2.0153], [-3.3042, -2.0203, -3.3662], [-1.0153, -2.6553, -3.8596], [1.4966, -3.5209, 0.3119], [2.1508, -2.5461, 1.1103], [0.4018, -3.4156, 0.3631], [1.7627, -3.4325, -0.7426], [1.7201, -4.5104, 0.7074], [2.1763, -1.7523, 0.5488], [2.9761, -0.0770, 3.0628], [1.9605, -0.9180, 3.5468], [3.0434, 0.7978, 3.7047], [3.9499, -0.5858, 3.0385], [2.8022, 0.2918, 2.0471], [1.8486, -1.6658, 2.9486]], "mulliken_charge": [0.06, 0.52, 0.10, -0.89, 0.10, 0.05, -0.22, 0.16, -0.40, 0.61, -0.26, -0.65, 0.25, 0.14, 0.21, 0.17, -0.41, 0.64, -0.41, -0.63, 0.23, 0.15, 0.23, 0.15, 0.08, -0.54, 0.28, -0.15, 0.10, 0.31, -0.57, -0.53, 0.22, 0.26, 0.30, 0.28, -0.33, -0.54, 0.31, -0.02, 0.26, 0.31, -0.45, -0.56, 0.32, 0.06, 0.24, 0.43, -0.52, -0.56, 0.17, 0.16, 0.32, 0.41, -0.27, -0.55, 0.07, 0.28, 0.09, 0.40], "lumo_ev": 0.28, "homo_ev": -9.25, "e_tot_ha": -1370.24435, "orbital_gap_ev": 9.53, "relative_energy_kj_mol": 0.0, "smiles": "NC(N)=O.NC(N)=O.NC(N)=O.CO.CO.CO.CO.CO.CO"}

***

2.
{"formula": "C10H19P", "method": "ωB97M-V/def2-TZVPD", "species": ["C", "C", "C", "C", "C", "H", "H", "H", "H", "H", "H", "H", "H", "H", "H", "C", "C", "P", "C", "C", "C", "H", "H", "H", "H", "H", "H", "H", "H", "H"], "positions_angstrom": [[-1.4704, -2.5583, -1.7122], [-0.4174, -1.8035, -1.4797], [0.9343, -1.9950, -2.2196], [1.1369, -0.8127, -3.2181], [2.0157, -2.0856, -1.2086], [-1.5115, -3.3386, -2.5966], [-2.4779, -2.5057, -1.2940], [-0.3793, -0.9974, -0.6226], [0.9584, -2.8936, -2.7450], [0.4173, -0.9013, -4.0652], [0.8365, 0.1462, -2.7234], [2.2421, -0.8816, -3.5437], [2.8637, -1.4401, -1.6607], [1.6898, -1.5796, -0.2186], [2.3234, -3.0212, -0.9415], [-0.2664, -1.8661, 2.0791], [-0.2348, -0.7829, 1.6124], [-0.2075, 0.9248, 1.0394], [-0.6205, 1.7102, 2.7176], [-0.5279, 3.2172, 2.6046], [-1.3115, 3.7526, 1.4178], [-0.0944, -2.8771, 2.2557], [1.1064, 1.0395, 1.1866], [-0.1168, 1.2389, 3.4878], [-1.7003, 1.5600, 2.7929], [0.4777, 3.5926, 2.3550], [-1.0422, 3.7034, 3.4530], [-0.9125, 3.4430, 0.3904], [-2.3530, 3.2189, 1.4440], [-1.3578, 4.7930, 1.4133]], "mulliken_charge": [-0.89, 0.28, 0.50, -1.22, -1.05, 0.20, 0.30, -0.32, 0.39, 0.33, 0.23, 0.37, 0.24, 0.14, 0.34, 0.70, -1.17, 0.11, -0.80, -0.22, -1.15, 0.45, -0.05, 0.46, 0.35, 0.27, 0.27, 0.29, 0.28, 0.39], "lumo_ev": 1.01, "homo_ev": -9.16, "e_tot_ha": -733.59909, "orbital_gap_ev": 10.17, "relative_energy_kj_mol": 269.4, "smiles": "C=CC(C)C.C#CPCCC"}

***

3.
{"formula": "C6H11N4S", "method": "ωB97M-V/def2-TZVPD", "species": ["C", "C", "C", "C", "C", "C", "N", "N", "N", "N", "S", "H", "H", "H", "H", "H", "H", "H", "H", "H", "H", "H"], "positions_angstrom": [[-2.4081, 1.3617, 1.7368], [0.1776, 0.4802, -0.5182], [-2.5239, 0.2555, 2.4158], [2.2335, 1.3711, -1.0906], [2.1366, -0.1717, -1.2285], [-1.1910, 0.4779, -0.0120], [-1.4558, 1.4732, 0.7588], [-0.0652, -3.2355, -0.7535], [0.8466, 1.5827, -0.7712], [0.9194, -0.5798, -0.6868], [-0.6600, -3.8372, 0.5181], [-2.9753, 2.3456, 1.9129], [-3.0994, 0.0808, 3.2113], [-1.7195, -0.5828, 2.1570], [2.8678, 1.6314, -0.1385], [2.5557, 1.9232, -1.8845], [2.2314, -0.4285, -2.1947], [2.9990, -0.6731, -0.6349], [-1.7406, -0.4823, -0.0470], [-0.0698, -3.9267, -1.5002], [0.5675, 2.4670, -0.5371], [0.3734, -1.5327, -0.7132]], "mulliken_charge": [0.11, 0.72, -0.74, -0.44, -0.69, -0.68, -0.37, -0.48, -0.14, 0.08, 0.10, 0.33, 0.36, 0.20, 0.26, 0.34, 0.43, 0.31, 0.54, 0.27, 0.22, 0.28], "lumo_ev": -5.13, "homo_ev": -12.60, "e_tot_ha": -852.06211, "orbital_gap_ev": 7.48, "charge": 1, "relative_energy_kj_mol": 447.2}

***

4.
{"formula": "C22H28N4O3", "method": "ωB97M-V/def2-TZVPD", "species": ["C", "C", "C", "O", "N", "C", "C", "C", "C", "C", "N", "C", "O", "C", "N", "C", "C", "N", "C", "C", "C", "C", "C", "C", "O", "C", "C", "C", "C", "H", "H", "H", "H", "H", "H", "H", "H", "H", "H", "H", "H", "H", "H", "H", "H", "H", "H", "H", "H", "H", "H", "H", "H", "H", "H", "H", "H"], "positions_angstrom": [[2.0761, -1.1899, -5.0351], [2.9814, -1.6903, -3.9169], [2.5204, -1.1680, -2.5607], [1.8085, -0.2020, -2.4277], [3.0223, -1.9022, -1.5229], [2.8568, -1.6729, -0.1504], [3.7989, -2.2125, 0.7235], [3.6745, -2.0024, 2.0830], [2.6167, -1.2726, 2.5936], [1.6629, -0.7523, 1.7240], [0.5494, -0.0445, 2.1860], [0.4228, 0.6163, 3.3618], [1.2687, 0.6908, 4.2263], [-0.9541, 1.2543, 3.5512], [-1.6853, 1.4348, 2.3169], [-1.2139, 2.5888, 1.5643], [-2.0445, 2.7432, 0.2675], [-2.8796, 1.5821, 0.0407], [-2.2508, 0.4592, -0.5176], [-2.1599, -0.7705, 0.1331], [-1.5608, -1.8616, -0.4714], [-1.0278, -1.7483, -1.7421], [-1.1197, -0.5412, -2.4119], [-1.7306, 0.5536, -1.8222], [-1.7835, 1.7294, -2.5497], [-3.0818, 2.1373, -2.9269], [-3.8116, 1.4049, 1.1301], [-3.1231, 1.5091, 2.5100], [1.7829, -0.9521, 0.3517], [1.9647, -0.1115, -4.9599], [1.0901, -1.6404, -4.9515], [2.4928, -1.4389, -6.0078], [3.0081, -2.7820, -3.9040], [4.0011, -1.3279, -4.0772], [3.7120, -2.6056, -1.7488], [4.6280, -2.7862, 0.3335], [4.4108, -2.4144, 2.7564], [2.5287, -1.1005, 3.6523], [-0.2261, 0.0530, 1.5368], [-0.8163, 2.1922, 4.1143], [-1.5124, 0.5686, 4.1973], [-0.1597, 2.4295, 1.3266], [-1.2869, 3.5109, 2.1686], [-2.7059, 3.6123, 0.3470], [-1.3886, 2.8863, -0.5899], [-2.5494, -0.8735, 1.1340], [-1.4986, -2.7978, 0.0639], [-0.5495, -2.5941, -2.2123], [-0.7183, -0.4210, -3.4049], [-3.5416, 1.4009, -3.5958], [-3.7293, 2.2842, -2.0584], [-2.9581, 3.0797, -3.4579], [-4.5681, 2.1941, 1.0399], [-4.3164, 0.4465, 1.0083], [-3.4326, 0.6800, 3.1499], [-3.4120, 2.4485, 3.0125], [1.0507, -0.5398, -0.3223]], "mulliken_charge": [-1.22, -0.46, 0.53, -0.60, -0.05, 0.00, -0.70, -0.85, -0.72, -0.28, 0.03, 0.65, -0.67, -0.99, 0.51, -0.92, -0.71, 0.07, 0.79, -0.58, -0.69, -0.51, -0.27, 0.38, -0.51, -0.82, -0.90, -0.89, 0.51, 0.30, 0.25, 0.41, 0.36, 0.31, 0.23, 0.36, 0.38, 0.47, -0.05, 0.33, 0.38, 0.42, 0.43, 0.42, 0.35, 0.17, 0.41, 0.39, 0.35, 0.30, 0.27, 0.27, 0.39, 0.50, 0.39, 0.41, 0.68], "lumo_ev": 0.73, "homo_ev": -7.95, "e_tot_ha": -1299.89606, "orbital_gap_ev": 8.69, "relative_energy_kj_mol": 224.9, "smiles": "CCC(=O)Nc1cccc(NC(=O)CN2CCN(c3ccccc3OC)CC2)c1"}

***

5.
{"formula": "C2H2N2O4", "method": "ωB97M-V/def2-TZVPD", "species": ["C", "C", "N", "N", "O", "O", "O", "O", "H", "H"], "positions_angstrom": [[-0.0683, 0.9698, 1.7649], [2.3158, 0.0515, 1.0529], [-0.4187, -0.8914, 0.2454], [0.1505, -0.3977, 1.4526], [-0.7064, 1.6594, 0.9439], [2.3866, 0.5904, -0.0090], [0.1274, 1.3325, 2.9552], [2.9739, -0.3579, 1.9690], [-0.5226, -0.0602, -0.4351], [0.2295, -1.4850, -0.3193]], "mulliken_charge": [0.67, 0.49, -0.58, -0.41, -0.78, -0.50, -0.80, -0.51, 0.21, 0.21], "lumo_ev": [6.88, 6.88], "homo_ev": [1.64, 1.64], "e_tot_ha": -487.81256, "orbital_gap_ev": [5.24, 5.24], "charge": -2, "relative_energy_kj_mol": 154.2}

***

6.
{"formula": "H18NO7", "method": "ωB97M-V/def2-TZVPD", "species": ["N", "H", "H", "H", "H", "H", "H", "O", "H", "H", "O", "H", "H", "O", "H", "H", "O", "H", "H", "O", "H", "H", "O", "H", "H", "O"], "positions_angstrom": [[-1.3549, -0.3269, 1.4305], [-1.0018, 0.3859, 0.7951], [-1.6669, 0.1730, 2.2698], [-2.0614, -0.9478, 0.9658], [-0.5215, -0.8255, 1.6601], [0.7427, -2.2455, -1.3203], [0.0830, -2.7493, -2.6122], [-0.0888, -2.1912, -1.8392], [-0.6267, 2.7293, 2.3268], [-1.9765, 2.7248, 3.1481], [-1.2505, 2.1832, 2.7994], [-1.7492, -1.9585, -1.1711], [-3.2590, -1.7578, -0.8942], [-2.3847, -1.4114, -0.6704], [1.0768, 1.4162, -1.7148], [0.8911, 3.0098, -1.7312], [0.8965, 2.2319, -1.1738], [1.5581, -0.7843, 1.0371], [1.6671, -2.3523, 1.2182], [1.0792, -1.6172, 1.0501], [1.8022, 1.9072, 1.7225], [1.9363, 1.4962, 0.2558], [1.8333, 1.1190, 1.1747], [0.7726, -0.4817, -2.5955], [2.0728, 0.1476, -3.4586], [1.5301, 0.1255, -2.6727]], "mulliken_charge": [-0.33, 0.28, 0.40, 0.40, 0.29, 0.35, 0.30, -0.71, 0.31, 0.32, -0.63, 0.38, 0.34, -0.69, 0.46, 0.28, -0.68, 0.40, 0.32, -0.71, 0.28, 0.36, -0.70, 0.39, 0.29, -0.70], "lumo_ev": -2.71, "homo_ev": -14.37, "e_tot_ha": -592.03824, "orbital_gap_ev": 11.65, "charge": 1, "relative_energy_kj_mol": 115.3}

***

7.
{"formula": "C31H48O3P2Pm", "method": "ωB97M-V/def2-TZVPD", "species": ["Pm", "C", "C", "C", "C", "C", "C", "H", "H", "H", "C", "H", "H", "H", "C", "H", "H", "H", "C", "H", "H", "H", "C", "H", "H", "H", "C", "C", "C", "C", "C", "C", "C", "C", "H", "H", "H", "H", "H", "H", "H", "H", "H", "H", "H", "H", "P", "P", "C", "C", "H", "H", "H", "H", "C", "H", "H", "H", "C", "H", "H", "H", "C", "H", "H", "H", "C", "H", "H", "H", "O", "C", "C", "C", "C", "C", "C", "C", "O", "O", "H", "H", "H", "H", "H"], "positions_angstrom": [[0.0000, 0.0000, 0.0000], [-0.2716, 1.9132, 1.1189], [-1.4611, 1.0859, 1.2103], [0.3189, -0.0826, 2.1765], [0.8180, 1.1938, 1.6857], [-1.0875, -0.1255, 1.9050], [-0.2256, 3.3284, 0.6269], [-1.0927, 3.5644, 0.0050], [0.6780, 3.5234, 0.0429], [-0.2325, 4.0271, 1.4744], [2.2342, 1.6602, 1.8124], [2.4539, 2.4565, 1.0963], [2.9278, 0.8358, 1.6216], [2.4235, 2.0488, 2.8220], [1.1394, -1.1038, 2.9019], [1.2768, -0.8296, 3.9571], [2.1274, -1.1974, 2.4402], [0.6607, -2.0868, 2.8709], [-2.0402, -1.1766, 2.3886], [-2.3050, -0.9901, 3.4380], [-1.6035, -2.1775, 2.3318], [-2.9679, -1.1714, 1.8111], [-2.8610, 1.5170, 0.8901], [-3.3792, 1.8872, 1.7866], [-3.4472, 0.6870, 0.4849], [-2.8681, 2.3212, 0.1493], [-1.2387, 0.9856, -7.4176], [-2.1378, 1.8864, -7.0038], [-3.6425, 1.8566, -7.0648], [-4.3160, 0.4858, -7.2955], [-3.9831, -0.5248, -6.2243], [-2.9172, -1.3289, -6.1318], [-1.7366, -1.4871, -7.0534], [-1.4739, -0.3550, -8.0710], [-3.9831, 2.5547, -7.8457], [-4.0695, 0.1103, -8.2901], [-4.0197, 2.2730, -6.1200], [-2.2871, -0.3088, -8.7975], [-0.1911, 1.2287, -7.2380], [-1.7388, 2.7927, -6.5463], [-0.5762, -0.6258, -8.6395], [-0.8413, -1.6033, -6.4265], [-2.8772, -1.9800, -5.2577], [-1.8336, -2.4389, -7.5994], [-5.4004, 0.6480, -7.2942], [-4.7020, -0.5769, -5.4061], [-0.1447, 0.7532, -2.1374], [-0.6932, -1.9412, -0.9328], [-0.5107, -0.6330, -3.3436], [-0.1591, -1.9813, -2.7067], [0.0247, -0.4721, -4.2858], [-1.5841, -0.5857, -3.5639], [-0.6131, -2.8223, -3.2438], [0.9264, -2.1195, -2.6790], [-0.0286, -3.5179, -0.2673], [-0.3933, -3.7180, 0.7464], [1.0646, -3.4730, -0.2516], [-0.3390, -4.3162, -0.9462], [-2.4944, -2.3210, -1.0623], [-2.6844, -3.0937, -1.8158], [-3.0396, -1.4114, -1.3293], [-2.8681, -2.6707, -0.0966], [1.3520, 1.5459, -2.8578], [1.6925, 2.3950, -2.2545], [1.1091, 1.8669, -3.8736], [2.1506, 0.8001, -2.9179], [-1.4432, 1.9674, -2.6278], [-2.4054, 1.6617, -2.2079], [-1.5270, 2.0271, -3.7189], [-1.1931, 2.9591, -2.2423], [3.3822, -3.9045, 0.6482], [4.2973, -3.0417, 1.1003], [5.2625, -3.5524, 1.9731], [6.3113, -2.7503, 2.4129], [6.4043, -1.4316, 1.9729], [5.4308, -0.8996, 1.1177], [4.3402, -1.6788, 0.6781], [3.2420, -0.9892, -0.0988], [3.4626, 0.1961, -0.6209], [1.9908, -1.3418, 0.1554], [3.0190, -3.7718, -0.2300], [5.2140, -4.5859, 2.2979], [7.0562, -3.1579, 3.0854], [7.2240, -0.8134, 2.3144], [5.5154, 0.1409, 0.8357]], "lowdin_spin": [4.00, 0.00, -0.01, 0.00, 0.00, 0.00, 0.00, 0.00, 0.00, 0.00, 0.00, 0.00, 0.00, 0.00, 0.00, 0.00, 0.00, 0.00, 0.00, 0.00, 0.00, 0.00, 0.00, 0.00, 0.00, 0.00, 0.00, 0.00, 0.00, 0.00, 0.00, 0.00, 0.00, 0.00, 0.00, 0.00, 0.00, 0.00, 0.00, 0.00, 0.00, 0.00, 0.00, 0.00, 0.00, 0.00, 0.00, 0.00, 0.01, 0.00, 0.00, 0.00, 0.00, 0.00, 0.00, 0.00, 0.00, 0.00, 0.00, 0.00, 0.00, 0.00, -0.01, 0.00, 0.00, 0.00, 0.00, 0.00, 0.00, 0.00, 0.00, 0.00, 0.00, 0.00, 0.00, 0.00, 0.00, 0.00, 0.00, -0.01, 0.00, 0.00, 0.00, 0.00, 0.00], "lumo_ev": [-3.86, -3.75], "homo_ev": [-10.63, -10.63], "e_tot_ha": -2726.31048, "orbital_gap_ev": [6.77, 6.88], "multiplicity": 5, "charge": 1, "relative_energy_kj_mol": 387.0}

***

8.
{"formula": "C3H7N2O2P", "method": "ωB97M-V/def2-TZVPD", "species": ["C", "C", "C", "N", "N", "P", "O", "O", "H", "H", "H", "H", "H", "H", "H"], "positions_angstrom": [[1.6232, -0.5425, -0.4583], [0.8537, 0.3547, 0.5544], [0.9576, 1.7773, 0.2194], [1.1040, 2.8656, -0.1109], [-0.5634, -0.0894, 0.7050], [-1.7581, 0.3302, -0.5049], [-2.9383, -0.0047, 0.6109], [-1.7197, 1.9296, -0.5809], [0.9117, -0.4818, -1.2927], [1.5601, -1.5825, -0.2633], [2.6910, -0.3434, -0.3973], [1.1199, 0.1695, 1.5527], [-0.7058, -0.9788, 1.1381], [-3.7398, -0.0739, 0.1953], [-2.0107, 2.5164, 0.2250]], "mulliken_charge": [-1.19, 0.18, 0.23, -0.43, -0.29, 0.17, -0.48, -0.45, 0.31, 0.38, 0.35, 0.28, 0.26, 0.32, 0.34], "lumo_ev": 0.80, "homo_ev": -8.83, "e_tot_ha": -719.86365, "orbital_gap_ev": 9.63, "relative_energy_kj_mol": 33.6, "smiles": "C[C@@H](C#N)NP(O)O"}